(1)
Density functional theory data (wB97M-V/def2-TZVPD) for a structure of composition C12H16O2.

Last column: Löwdin charge in e.
Cartesian coordinates (Å):
C -3.823 -1.040 -0.591  -0.130
C -2.566 -0.078 -0.938  -0.222
C -0.844 1.164 0.190  -0.272
C -0.623 2.538 -0.153  0.009
C 0.706 3.079 0.038  -0.074
C 1.784 2.212 0.241  -0.065
C 1.493 0.885 0.237  -0.167
C 2.700 -0.129 0.351  -0.167
C 2.849 -0.748 -0.930  -0.194
C 2.910 -2.107 -0.998  0.026
C 0.243 0.308 0.479  -0.196
C -0.596 -1.503 1.796  -0.077
H -3.636 -2.211 -0.108  0.110
H -4.475 -0.381 0.256  0.110
H -4.250 -0.984 -1.944  0.164
H -1.627 -0.611 -1.368  0.133
H -2.820 0.668 -1.755  0.105
H -1.521 3.233 -0.567  0.159
H 0.715 4.138 0.078  0.079
H 2.833 2.510 0.327  0.112
H 3.555 0.690 0.451  0.138
H 2.631 -0.750 1.291  0.138
H 3.080 -0.111 -1.700  0.084
H 2.974 -2.593 -1.922  0.019
H 2.656 -2.792 -0.118  0.088
H -1.761 -1.462 1.722  0.102
H -0.295 -0.986 2.733  0.099
H -0.361 -2.635 1.848  0.114
O -2.128 0.723 0.328  -0.122
O 0.199 -1.026 0.728  -0.105

Output
Highest occupied orbital energy ... -8.467 eV
LUMO level ... 0.77 eV
Largest force on an atom ... 5.496 eV/A

=====

(2)
Density functional theory data (wB97M-V/def2-TZVPD) for a structure of composition C20H26N6O2PtSeSi.

Last column: Löwdin charge in e.
Cartesian coordinates (Å):
Pt -0.295 -0.285 -0.547  1.247
N 1.501 -1.567 3.120  0.178
C 0.628 -1.087 2.265  -0.088
N 0.831 -1.105 0.960  -0.067
C 2.076 -1.492 0.447  -0.247
N 2.393 -1.274 -0.801  0.130
N 1.409 -0.601 -1.454  -0.219
C 1.488 -0.194 -2.670  0.006
C 0.292 0.467 -3.199  -0.229
C 0.201 0.991 -4.470  0.040
C -0.994 1.591 -4.865  0.014
C -2.056 1.641 -3.983  0.009
C -1.910 1.093 -2.714  -0.088
N -0.770 0.524 -2.345  -0.082
C 3.022 -2.103 1.353  -0.081
C 4.246 -2.627 0.916  0.016
C 5.117 -3.173 1.831  -0.022
C 4.791 -3.195 3.191  -0.013
C 3.596 -2.674 3.643  0.018
C 2.717 -2.130 2.715  -0.147
H 1.279 -1.527 4.106  0.188
H -0.310 -0.678 2.632  0.133
H 2.385 -0.360 -3.255  0.160
H 1.049 0.939 -5.138  0.139
H -1.083 2.016 -5.856  0.135
H -2.994 2.103 -4.256  0.135
H -2.698 1.098 -1.972  0.119
H 4.487 -2.594 -0.136  0.125
H 6.060 -3.582 1.499  0.125
H 5.486 -3.622 3.901  0.129
H 3.347 -2.684 4.697  0.131
N -1.205 -2.276 -1.166  -0.043
C -1.907 -3.015 -0.078  -0.194
C -3.048 -2.190 0.525  -0.075
C -2.490 -0.891 1.073  -0.604
O -2.288 -0.718 2.252  0.086
O -2.177 0.006 0.130  -0.274
H -1.906 -1.988 -1.847  0.104
H -0.572 -2.903 -1.656  0.114
H -1.173 -3.265 0.689  0.119
H -2.302 -3.951 -0.476  0.131
H -3.494 -2.762 1.335  0.136
H -3.810 -1.989 -0.229  0.132
C -2.038 3.855 -0.963  -0.203
Si -1.178 3.412 0.633  0.242
C -2.349 2.840 1.947  -0.196
C -0.030 4.765 1.199  -0.229
Se 0.562 1.869 0.240  0.514
H -2.396 4.885 -0.899  0.050
H -2.912 3.226 -1.145  0.028
H -1.362 3.794 -1.817  0.028
H -2.978 3.681 2.253  0.050
H -1.817 2.477 2.826  0.042
H -2.997 2.042 1.589  0.019
H -0.632 5.634 1.479  0.052
H 0.657 5.082 0.413  0.040
H 0.550 4.472 2.075  0.038

Output
Highest occupied orbital energy ... -14.056 eV
LUMO level ... -7.39 eV
Largest force on an atom ... 0.201 eV/A
Total charge ... +2

=====

(3)
Density functional theory data (wB97M-V/def2-TZVPD) for a structure of composition C7H9N.

Last column: Löwdin charge in e.
Cartesian coordinates (Å):
C -2.587 -0.056 0.942  -0.041
C -1.892 -0.847 -0.023  -0.218
N -0.690 -1.380 0.477  0.071
C -0.374 0.026 0.127  -0.271
C -1.582 0.795 0.537  -0.102
C 2.724 0.079 0.091  -0.047
C 1.780 0.246 -0.967  -0.296
C 0.413 0.568 -0.956  -0.074
H -3.361 0.147 1.651  0.086
H -2.078 -0.847 -1.094  0.146
H -0.755 -1.423 1.492  0.115
H -1.628 1.870 0.724  0.119
H 3.650 0.642 0.206  0.069
H 2.395 -0.249 1.072  0.051
H 1.825 -0.870 -0.492  0.174
H 2.205 0.263 -1.963  0.119
H -0.043 1.034 -1.824  0.101

Output
Highest occupied orbital energy ... -6.322 eV
LUMO level ... -0.03 eV
Largest force on an atom ... 3.539 eV/A

=====

Listing Kohn-Sham gap for the structures above in their given order: 9.24, 6.67, 6.29 eV.